(1)
Entry from OMol25: a structure of composition C24H26FeN6O2SSe2 (the ωB97M-V functional and the def2-TZVPD basis).

```
62
Properties=species:S:1:pos:R:3:forces:R:3:mulliken_charge:R:1
Se -2.904557 -0.761826 0.160309 0.0 0.0 0.0 -0.480
Se -0.518426 0.094059 3.157241 0.0 0.0 -0.1 -0.415
Fe -0.696418 0.160483 0.684362 0.0 0.0 0.2 0.695
S -0.348441 0.058634 -2.369912 0.0 0.0 0.0 -0.233
O -1.899486 2.218930 1.080177 0.0 0.0 0.0 -0.416
O -4.942301 0.302334 4.304503 0.0 0.0 0.0 -0.513
N -2.144841 2.080153 -2.533154 0.0 0.0 0.0 0.368
N 7.044970 -5.771710 -4.039275 0.0 0.0 0.0 -0.499
N -0.303448 2.665067 -1.552349 0.0 0.0 0.0 0.530
N 0.928641 1.671809 0.163663 0.0 0.0 -0.1 0.832
N 0.758445 -1.486518 0.497350 0.0 0.0 0.0 0.759
N 2.207445 -2.972721 -0.223382 0.0 0.0 0.0 0.115
C 3.133979 2.402726 0.706062 0.0 0.0 0.0 -0.947
C -4.622708 1.351723 3.403740 0.0 0.0 0.0 -1.389
C 5.191403 -4.707764 -2.582568 0.0 0.0 0.0 0.491
C 4.209964 -3.914665 -3.171966 0.0 0.0 0.0 -0.822
C -3.242702 2.088645 1.568413 0.0 0.0 0.0 -1.480
C 0.905150 2.569217 -0.815815 0.0 0.0 0.0 -0.307
C 3.214041 -3.563785 -1.019823 0.0 0.0 0.0 0.541
C 6.220788 -5.299748 -3.392955 0.0 0.0 0.0 0.051
C 3.216272 -3.351499 -2.393408 0.0 0.0 0.0 -0.304
C 1.954816 3.420093 -1.103164 0.1 0.0 0.0 -0.517
C -3.171058 1.242894 -3.131943 0.0 0.0 0.0 -0.741
C -2.263098 3.414939 -2.200359 0.0 0.0 0.0 -0.361
C -2.184918 1.034230 3.605945 0.0 0.0 0.0 -1.463
C 4.192743 -4.351147 -0.426219 0.0 0.0 0.0 -0.495
C 5.175584 -4.928571 -1.207230 0.0 0.0 0.0 -0.826
C 0.697729 -2.593453 1.316553 0.0 0.0 0.0 -0.954
C -3.595338 -0.414962 1.981426 0.0 0.0 0.0 -1.232
C 3.095021 3.332656 -0.317915 0.0 0.0 0.0 -0.491
C 1.662152 -1.745163 -0.411112 0.0 0.0 0.0 -0.887
C -0.937130 1.601049 -2.145783 0.0 0.0 0.0 -0.241
C -3.360203 0.980146 2.608479 0.0 0.0 0.0 2.206
C 2.028820 1.592340 0.911641 0.0 0.0 0.0 -0.517
C -1.121593 3.791941 -1.595203 0.0 0.0 0.0 -0.729
C 1.591692 -3.520076 0.889806 0.0 0.0 0.0 -0.471
H -1.943915 2.798471 0.311227 0.0 0.0 0.0 0.231
H 1.881252 4.118552 -1.924744 0.0 0.0 0.0 0.510
H -3.527072 3.045102 2.025044 0.0 0.0 0.0 0.522
H -3.914850 1.870903 0.732891 0.0 0.0 0.0 0.372
H -4.668271 -0.594389 1.915790 0.0 0.0 0.0 0.502
H 2.431224 -2.765225 -2.852194 0.0 0.0 0.0 0.577
H 5.942326 -5.541711 -0.754382 0.0 0.0 0.0 0.441
H 1.816058 -4.513746 1.232934 0.0 0.0 0.0 0.454
H -5.720485 0.554068 4.807844 0.0 0.0 0.0 0.330
H 4.219054 -3.756115 -4.241372 0.0 0.0 0.0 0.438
H -2.775182 0.767140 -4.026994 0.0 0.0 0.0 0.317
H 4.191560 -4.494262 0.645771 0.0 0.0 0.0 0.495
H -3.177807 -1.171782 2.640853 0.0 0.0 0.0 0.377
H -4.439889 2.284878 3.951956 0.0 0.0 0.0 0.435
H -0.818675 4.737042 -1.182231 0.0 0.0 0.0 0.452
H 1.960580 -1.080776 -1.205299 0.0 0.0 0.0 0.636
H -5.452586 1.520353 2.702989 0.0 0.0 0.0 0.469
H 3.938990 3.981534 -0.510086 0.0 0.0 0.0 0.418
H 0.006768 -2.624275 2.142073 0.0 0.0 0.0 0.437
H 1.988540 0.869309 1.717406 0.0 0.0 0.0 0.403
H -4.020355 1.872137 -3.386927 0.0 0.0 0.0 0.316
H -3.468800 0.478433 -2.412750 0.0 0.0 0.0 0.213
H -3.150274 3.978635 -2.426918 0.0 0.0 0.0 0.457
H -1.948612 2.081898 3.804476 0.0 0.0 0.0 0.343
H 3.998862 2.304561 1.346091 0.0 0.0 0.0 0.442
H -2.521430 0.588806 4.540419 0.0 0.0 0.0 0.551
```
Positions in Å, forces in eV/Å.

Calculated values
**⟨S²⟩**: 6.014
**Energy**: -7873.974818 hartree
**HOMO (spin up / spin down)**: -6.398 / -6.692 eV
**Charge**: 0
**Gap between HOMO and LUMO (spin up / spin down)**: 0.232 / 0.242 Eh
**ΔE to the lowest compared entry with this formula, charge and spin**: 0.000 eV
**Spin multiplicity**: 5
**Lowest unoccupied orbital energy (spin up / spin down)**: -0.1 / -0.1 eV

=====

(2)
Entry from OMol25: an isolated molecule of C24H26N2O3 (the ωB97M-V functional and the def2-TZVPD basis).

```
55
Properties=species:S:1:pos:R:3:forces:R:3:mulliken_charge:R:1
O 0.695421 2.937692 -1.639790 0.2 -0.2 0.0 -0.723
O -3.565702 1.067308 2.947791 -0.1 0.4 0.3 -0.579
O 1.225061 0.342756 0.755118 -0.4 0.5 -0.2 0.103
N 2.354755 -0.384287 0.899505 0.8 -0.6 0.2 -0.821
N -0.736231 2.465859 0.032492 0.0 0.2 0.0 0.262
C -2.394096 0.805674 0.778060 -0.1 0.1 0.3 3.352
C 4.955051 -1.518297 0.828433 -0.1 0.1 -0.1 -0.385
C -3.725480 -1.072922 -1.595763 0.0 -0.1 0.0 -0.458
C -3.836379 -3.531509 -0.392859 -0.1 0.0 0.0 -0.801
C -2.971570 0.157789 2.054536 0.3 -0.2 -0.4 -1.451
C 5.545675 0.071740 -0.877983 -0.2 -0.1 0.1 -0.476
C -4.747492 -3.220414 -1.384374 -0.1 0.0 0.0 -0.706
C -1.735978 3.358020 -0.523306 -0.1 0.2 -0.5 -1.271
C 3.264067 0.114603 0.091182 -1.0 0.4 0.1 0.951
C -2.871573 -2.622553 0.026541 -0.1 0.0 0.0 0.881
C -1.841426 -0.299705 -0.152297 -0.1 0.0 0.1 -1.147
C -1.887453 -3.058650 1.073046 0.0 0.1 0.0 -1.396
C 2.714203 1.213867 -0.621924 -0.8 0.0 0.4 -0.810
C 1.428434 1.312882 -0.159925 1.4 -0.3 -0.4 0.444
C 6.223709 -2.059198 0.761289 0.0 -0.1 0.0 -0.584
C 7.156440 -1.539245 -0.122585 0.0 0.0 0.0 -0.379
C -1.226758 1.737234 1.174279 -0.2 -0.5 0.3 -2.618
C 4.603821 -0.445751 0.008520 0.5 -0.3 0.1 0.573
C 0.419342 2.290357 -0.639903 -0.3 0.3 0.0 0.427
C 6.813989 -0.475108 -0.940156 0.1 0.0 0.0 -0.681
C -4.680571 -1.985653 -2.002274 -0.1 0.0 -0.1 -0.881
C -2.835570 -1.353922 -0.563668 0.0 0.0 -0.1 0.294
C -2.939161 2.547329 -1.000504 0.0 0.0 0.2 -0.444
C -3.482235 1.669559 0.125192 0.1 -0.1 -0.1 -1.762
H -5.362298 -1.734970 -2.801472 -0.1 0.0 -0.1 0.427
H -3.718431 3.227820 -1.346205 0.0 0.0 -0.1 0.495
H -2.631438 1.934631 -1.849396 0.0 0.0 -0.1 0.274
H -3.911973 2.306390 0.902565 0.0 0.0 0.0 0.589
H 7.539076 -0.069044 -1.630027 0.0 0.0 0.0 0.386
H -3.869033 -4.509268 0.066971 0.0 -0.1 0.1 0.372
H -2.179397 -0.408957 2.560927 0.0 0.0 -0.1 0.376
H 8.148512 -1.962861 -0.174202 0.1 0.0 0.0 0.387
H -2.047547 -2.531345 2.011168 0.1 0.0 0.1 0.199
H -1.591951 2.482857 1.892889 0.0 -0.1 0.0 0.490
H -1.994419 -4.123806 1.263440 0.0 0.0 0.0 0.435
H -5.489936 -3.944487 -1.685399 -0.1 -0.1 0.0 0.387
H -0.999677 -0.767209 0.357952 0.1 0.0 -0.1 0.260
H -4.282763 1.028513 -0.244718 -0.1 0.0 0.0 0.443
H 3.169707 1.841731 -1.356290 0.0 0.2 -0.2 0.515
H 6.488917 -2.889526 1.398985 0.0 -0.1 0.1 0.386
H -2.878685 1.588612 3.375908 -0.1 -0.1 0.0 0.414
H -0.428565 1.166250 1.643266 -0.2 0.1 0.0 0.810
H -0.864070 -2.873891 0.750361 0.1 0.0 0.1 0.354
H -3.659793 -0.124926 -2.108541 0.0 0.1 0.0 0.409
H -2.040762 4.066986 0.254096 0.0 0.0 0.0 0.337
H -1.452968 0.179105 -1.053977 0.1 0.0 0.0 0.675
H -1.278052 3.904168 -1.349026 -0.1 0.0 0.2 0.539
H 4.216504 -1.910645 1.509552 0.0 -0.1 0.1 0.454
H 5.288259 0.899527 -1.520584 0.0 0.1 -0.1 0.301
H -3.771310 -0.530005 1.769995 0.1 -0.1 0.0 0.371
```
Positions in Å, forces in eV/Å.

Calculated values
**Energy**: -1265.362086 hartree
**HOMO**: -8.957 eV
**Charge**: 0
**SMILES**: Cc1ccccc1C[C@]1(CO)CCCN(C(=O)c2cc(-c3ccccc3)no2)C1
**Gap between HOMO and LUMO**: 0.340 Eh
**ΔE to the lowest compared entry with this formula, charge and spin**: 1.831 eV
**Spin multiplicity**: 1
**Lowest unoccupied orbital energy**: 0.3 eV

=====

(3)
Entry from OMol25: an isolated molecule of C24H26N2O5 (the ωB97M-V functional and the def2-TZVPD basis).

```
57
Properties=species:S:1:pos:R:3:forces:R:3:mulliken_charge:R:1
O -2.752369 3.261686 -0.787995 -0.1 -0.1 -0.2 -0.559
O -5.557220 -0.377117 -1.592451 0.0 0.1 -0.3 -0.512
O 6.356653 -3.063363 0.014769 0.0 0.0 0.1 -0.403
O -0.081426 3.857822 1.480073 0.1 0.1 0.2 -0.653
O -6.921323 -2.018702 -2.129403 0.3 0.3 0.2 -0.672
N -0.115934 2.773205 -0.538374 -0.2 -0.1 -0.5 -0.072
N 5.380788 -0.355433 0.210970 0.1 0.1 0.0 0.038
C -4.742610 0.244862 -0.714757 0.5 0.3 0.7 -0.182
C 1.132755 2.143390 -0.613012 0.3 -0.1 0.0 1.067
C 3.603501 0.877289 -0.899128 0.0 0.0 -0.1 0.274
C -4.140160 1.421328 -1.137570 0.0 0.0 0.0 -0.549
C -2.017580 4.096059 0.080047 0.1 0.3 0.3 -0.683
C -3.642777 0.444870 1.405119 -0.2 -0.2 -0.3 -1.289
C -4.512776 -0.266933 0.572835 0.1 0.3 -0.4 0.912
C 4.953494 0.227162 -1.049929 0.1 0.0 0.0 -0.739
C 2.109419 2.288255 0.367767 -0.1 0.1 0.1 -0.430
C -0.621506 3.558370 0.439010 -0.5 0.0 -0.2 0.625
C -6.770292 -3.354410 0.331754 0.0 0.0 -0.1 -1.932
C 4.590703 -1.502853 0.629179 0.1 -0.3 -0.1 -0.724
C 4.976688 -2.789625 -0.112923 -0.3 0.2 0.1 -0.469
C -3.037872 1.610838 0.993056 0.2 0.4 0.0 -0.738
C -6.214241 -1.533194 -1.279502 -0.3 -0.3 -0.3 0.561
C -6.010610 -2.092204 0.056415 0.3 0.1 0.5 0.828
C 2.618198 0.725581 -1.864917 0.1 0.1 0.1 -0.930
C 6.792394 -0.688686 0.284995 0.1 -0.3 -0.1 -0.778
C 1.394917 1.353530 -1.728488 -0.1 0.1 0.1 -0.780
C -4.958523 -2.032400 2.325301 -0.1 0.0 -0.2 -1.760
C 3.330150 1.660911 0.215630 0.0 -0.1 -0.2 -0.607
C -3.292773 2.114627 -0.284639 -0.3 -0.4 0.1 0.897
C -5.188692 -1.485720 0.951018 -0.4 -0.3 -0.4 1.041
C 7.135722 -1.985185 -0.460126 0.1 0.3 0.1 -0.466
H -2.565666 4.310570 1.003803 0.1 -0.1 -0.1 0.416
H 3.533206 -1.281726 0.475919 0.0 0.0 0.1 0.358
H 4.770320 -1.646969 1.699169 -0.1 -0.1 0.0 0.322
H 4.091136 1.768207 0.972416 0.1 0.0 0.1 0.411
H 0.637275 1.231909 -2.490279 -0.1 0.0 -0.1 0.342
H 5.684970 0.999909 -1.312309 0.0 -0.1 -0.1 0.435
H 2.806570 0.115719 -2.737117 0.0 -0.1 -0.1 0.356
H -0.720725 2.620716 -1.337639 0.0 0.1 0.2 0.148
H 1.908657 2.894483 1.234912 0.0 0.0 0.0 0.512
H 8.176251 -2.266424 -0.290308 0.0 0.1 -0.1 0.368
H -4.340475 1.798341 -2.126605 0.0 0.1 -0.1 0.503
H 7.382594 0.140296 -0.109703 0.0 0.0 0.0 0.413
H 4.457457 -3.650050 0.311951 -0.1 0.1 -0.1 0.363
H 7.035992 -0.820808 1.344281 0.1 0.0 0.0 0.361
H -7.343039 -3.615858 -0.554410 0.0 -0.1 0.1 0.349
H -3.901493 -2.253542 2.466554 0.1 0.0 0.1 0.392
H -5.527001 -2.940499 2.489806 0.0 0.0 0.1 0.456
H 4.919734 -0.493203 -1.883467 0.0 0.1 0.0 0.269
H -7.457765 -3.221982 1.165775 0.0 -0.1 0.1 0.376
H -6.093778 -4.174892 0.565761 0.0 -0.1 0.0 0.376
H 6.973526 -1.854756 -1.542083 0.0 0.0 0.1 0.294
H -5.253615 -1.297504 3.072892 0.0 0.0 0.1 0.390
H -2.365153 2.118701 1.665427 0.1 0.1 0.1 0.419
H 4.711555 -2.707390 -1.178971 0.0 0.0 0.1 0.300
H -3.433101 0.077477 2.396330 0.0 -0.1 0.1 0.406
H -1.884154 5.035329 -0.466833 0.0 -0.1 0.1 0.349
```
Positions in Å, forces in eV/Å.

Calculated values
**Energy**: -1415.878859 hartree
**HOMO**: -8.287 eV
**Charge**: 0
**SMILES**: Cc1c(C)c2ccc(OCC(=O)Nc3ccc(CN4CCOCC4)cc3)cc2oc1=O
**Gap between HOMO and LUMO**: 0.308 Eh
**ΔE to the lowest compared entry with this formula, charge and spin**: 1.590 eV
**Spin multiplicity**: 1
**Lowest unoccupied orbital energy**: 0.1 eV